Here is a molecular structure, C23H23BrIrN3OS from the Open Molecules 2025 dataset. Energies are from the ωB97M-V functional and the def2-TZVPD basis.

XYZ file:
```
53
Properties=species:S:1:pos:R:3:lowdin_charge:R:1
Ir -0.649 -1.042 0.035 0.91
O -0.477 -4.390 5.114 0.18
C -0.544 -3.533 4.125 -0.26
C -0.955 -2.195 4.249 0.07
C -0.983 -1.394 3.137 -0.09
N -0.629 -1.850 1.917 -0.18
C -0.253 -3.137 1.829 -0.63
Br 0.113 -3.553 0.000 1.02
C -0.180 -4.021 2.852 0.04
H -0.756 -4.030 5.970 0.16
H -1.256 -1.792 5.206 0.15
H -1.301 -0.362 3.200 0.10
H 0.123 -5.051 2.721 0.15
S -1.766 0.826 0.737 0.74
C -1.866 2.074 -0.512 -0.68
N -3.059 2.553 -0.773 0.06
C -3.297 3.745 -1.616 -0.11
C -2.027 4.571 -1.689 -0.13
C -0.850 3.683 -2.058 -0.11
N -0.785 2.552 -1.105 0.06
H -3.852 2.100 -0.340 0.15
H -4.116 4.303 -1.168 0.14
H -3.615 3.407 -2.603 0.14
H -1.837 5.058 -0.731 0.14
H -2.147 5.352 -2.437 0.14
H 0.092 4.220 -1.987 0.14
H -0.946 3.289 -3.070 0.14
H 0.108 2.281 -0.724 0.14
C -0.976 -1.949 -4.393 0.02
C 0.386 -2.008 -4.672 0.01
C 1.318 -1.552 -3.752 0.05
C 0.881 -1.035 -2.521 -0.24
C -0.512 -0.954 -2.273 -0.23
C -1.439 -1.403 -3.188 -0.02
C 1.751 -0.678 -1.467 0.01
C 1.252 -0.506 -0.166 -0.23
C 2.102 -0.078 0.902 -0.20
C 1.590 0.535 2.075 -0.04
C 2.431 0.978 3.065 -0.02
C 3.812 0.792 2.942 0.02
C 4.347 0.172 1.811 -0.01
C 3.515 -0.243 0.801 0.02
H -1.689 -2.305 -5.124 0.14
H 0.721 -2.418 -5.616 0.14
H 2.378 -1.625 -3.962 0.14
H -0.860 -0.126 -1.567 0.04
H -2.501 -1.312 -3.002 0.13
H 2.807 -0.556 -1.676 0.14
H 0.528 0.716 2.154 0.05
H 2.033 1.479 3.937 0.13
H 4.472 1.134 3.729 0.14
H 5.414 0.021 1.732 0.13
H 3.950 -0.744 -0.051 0.12
```

The value obtained for the LUMO energy (alpha / beta) is -9.850 / -11.886 eV. The multiplicity is 2. The charge is +3. The energy above the lowest of the compared OMol25 structures with the same formula, charge and spin comes out at 0.0 kcal/mol. The frontier orbital gap (alpha / beta) is 7.2891 / 5.8719 eV. Its expectation value of S² is 0.794. For the HOMO energy (alpha / beta), the calculation gives -17.1 / -17.8 eV.


Here is a molecular structure, C5H11BrCl2O3S2 from the Open Molecules 2025 dataset. Energies are from the ωB97M-V functional and the def2-TZVPD basis.

XYZ file:
```
24
Properties=species:S:1:pos:R:3:lowdin_charge:R:1
O 0.183 1.734 -0.238 -0.36
S 0.390 0.471 -0.885 0.81
O -0.720 -0.542 -0.175 -0.85
Br -0.340 -2.288 -0.607 0.79
O 1.660 -0.210 -0.152 -0.43
C 2.919 0.440 -0.499 -0.24
C 3.441 1.243 0.685 -0.23
C 3.275 2.757 0.602 -0.56
S 4.008 3.577 -0.841 0.71
H 2.755 1.073 -1.373 0.08
H 3.590 -0.373 -0.760 0.13
H 4.488 1.002 0.872 0.11
H 2.881 0.902 1.559 0.12
H 3.782 3.196 1.461 0.06
H 2.220 3.020 0.678 0.06
H 4.277 2.506 -1.588 -0.16
Cl -6.809 -1.615 -0.173 0.54
C -5.363 -2.172 0.708 -0.67
C -4.183 -2.377 -0.205 -0.69
Cl -4.419 -3.754 -1.314 0.53
H -5.626 -3.092 1.224 0.07
H -5.122 -1.407 1.443 0.07
H -3.297 -2.596 0.387 0.04
H -3.992 -1.494 -0.810 0.07
```

The value obtained for the LUMO energy is -1.060 eV. The frontier orbital gap is 8.1968 eV. For the HOMO energy, the calculation gives -9.3 eV.


DFT total energy for every record listed, in sequence, given in a.u.: -4205.3083; -4713.5228.
Maximum force for every record listed, in sequence, given in Eh/bohr: 0.0027; 0.0099.